[1]
{
  "formula": "C24H31N2ORhS4Se2",
  "method": "the ωB97M-V functional and the def2-TZVPD basis",
  "homo_lumo_gap_ev": [5.94, 5.94],
  "total_charge": 2,
  "homo_ev": [-13.4, -13.4],
  "total_energy_ha": -7623.5512,
  "species": ["Rh", "S", "C", "N", "C", "C", "N", "C", "C", "C", "C", "C", "C", "C", "C", "S", "C", "C", "C", "C", "C", "C", "C", "H", "H", "H", "H", "H", "H", "H", "H", "H", "H", "H", "H", "H", "H", "H", "H", "H", "H", "C", "Se", "C", "C", "Se", "C", "H", "H", "H", "H", "H", "H", "H", "H", "H", "H", "C", "O", "C", "S", "S", "H", "H", "H"],
  "xyz": [[-0.05, -0.06, 0.34], [2.09, -0.72, 1.01], [3.08, 0.56, 0.54], [4.31, 0.74, 0.95], [5.10, 1.87, 0.41], [4.79, 2.02, -1.05], [3.35, 2.22, -1.21], [2.95, 3.12, -2.33], [3.43, 4.52, -2.08], [4.20, 5.17, -3.04], [4.64, 6.47, -2.82], [4.32, 7.11, -1.63], [3.55, 6.47, -0.67], [3.11, 5.18, -0.89], [2.52, 1.55, -0.46], [0.84, 1.78, -0.51], [4.90, 0.04, 2.12], [5.15, 1.03, 3.23], [6.44, 1.35, 3.60], [6.66, 2.29, 4.61], [5.59, 2.90, 5.23], [4.29, 2.58, 4.85], [4.07, 1.64, 3.86], [6.15, 1.65, 0.58], [4.85, 2.77, 0.98], [5.08, 1.13, -1.62], [5.31, 2.88, -1.46], [1.86, 3.06, -2.43], [3.39, 2.69, -3.23], [4.46, 4.66, -3.96], [5.24, 6.97, -3.57], [4.66, 8.13, -1.46], [3.30, 6.98, 0.25], [2.49, 4.68, -0.14], [5.82, -0.43, 1.78], [4.20, -0.75, 2.41], [7.29, 0.87, 3.13], [7.67, 2.53, 4.91], [5.76, 3.63, 6.01], [3.45, 3.05, 5.35], [3.05, 1.38, 3.57], [-0.72, -1.59, 3.24], [-0.62, 0.29, 2.75], [-2.53, 0.68, 2.70], [-3.25, 0.07, 1.53], [-2.43, 0.42, -0.20], [-2.59, 2.36, -0.21], [-1.25, -1.66, 4.19], [0.30, -1.94, 3.38], [-1.22, -2.18, 2.48], [-2.59, 1.77, 2.70], [-2.94, 0.34, 3.65], [-4.27, 0.45, 1.46], [-3.31, -1.01, 1.60], [-3.65, 2.61, -0.27], [-2.08, 2.71, -1.11], [-2.13, 2.80, 0.67], [-2.45, -0.22, -4.36], [-1.72, -0.69, -3.20], [-0.49, -0.26, -3.04], [0.30, 0.83, -3.94], [0.31, -1.09, -1.66], [-3.42, -0.70, -4.30], [-1.92, -0.51, -5.26], [-2.54, 0.87, -4.32]],
  "nbo_charge": [0.16, 0.07, 0.12, -0.30, -0.24, -0.24, -0.29, -0.24, -0.10, -0.20, -0.19, -0.18, -0.21, -0.17, 0.11, 0.24, -0.25, 0.00, -0.23, -0.19, -0.18, -0.18, -0.25, 0.26, 0.24, 0.24, 0.27, 0.25, 0.24, 0.22, 0.24, 0.24, 0.23, 0.19, 0.24, 0.24, 0.22, 0.24, 0.24, 0.23, 0.20, -0.78, 0.50, -0.58, -0.59, 0.60, -0.79, 0.26, 0.26, 0.23, 0.25, 0.26, 0.26, 0.25, 0.26, 0.26, 0.23, -0.27, -0.49, 0.01, -0.02, -0.01, 0.22, 0.22, 0.20]
}

---

[2]
{
  "formula": "C33H41NO10P4S3W",
  "method": "the ωB97M-V functional and the def2-TZVPD basis",
  "homo_lumo_gap_ev": 6.68,
  "homo_ev": -6.5,
  "total_energy_ha": -4716.5309,
  "species": ["W", "S", "P", "C", "P", "S", "C", "C", "C", "C", "C", "C", "C", "C", "C", "C", "C", "C", "C", "C", "C", "C", "C", "C", "C", "C", "C", "C", "C", "C", "H", "H", "H", "H", "H", "H", "H", "H", "H", "H", "H", "H", "H", "H", "H", "H", "H", "H", "H", "H", "N", "C", "C", "P", "O", "O", "O", "P", "O", "O", "O", "H", "H", "H", "H", "H", "H", "H", "H", "C", "C", "C", "O", "C", "O", "O", "H", "H", "H", "H", "H", "H", "H", "C", "S", "C", "O", "H", "H", "H", "H", "H", "H"],
  "xyz": [[-0.09, 0.36, 0.25], [-0.61, 2.74, 3.26], [-1.30, 2.06, 1.49], [-1.36, 0.80, -1.01], [-1.49, 0.71, -2.66], [-0.41, -1.07, -3.20], [-0.84, 2.13, -3.55], [0.53, 2.36, -3.52], [1.06, 3.49, -4.10], [0.22, 4.41, -4.72], [-1.15, 4.20, -4.75], [-1.69, 3.06, -4.16], [-3.11, 0.32, -3.35], [-4.13, -0.05, -2.49], [-5.36, -0.45, -3.00], [-5.55, -0.49, -4.38], [-4.53, -0.14, -5.24], [-3.30, 0.26, -4.73], [-2.96, 1.31, 1.83], [-3.11, 0.53, 2.98], [-4.26, -0.23, 3.18], [-5.29, -0.19, 2.25], [-5.16, 0.61, 1.12], [-4.00, 1.34, 0.91], [-1.72, 3.56, 0.53], [-2.80, 4.35, 0.90], [-3.07, 5.52, 0.21], [-2.25, 5.93, -0.83], [-1.15, 5.16, -1.19], [-0.89, 3.97, -0.51], [1.18, 1.65, -3.01], [2.13, 3.67, -4.06], [0.64, 5.30, -5.18], [-1.80, 4.92, -5.21], [-2.76, 2.91, -4.16], [-3.96, -0.02, -1.42], [-6.16, -0.73, -2.33], [-6.51, -0.81, -4.78], [-4.68, -0.18, -6.31], [-2.50, 0.54, -5.41], [-2.32, 0.55, 3.72], [-4.36, -0.83, 4.07], [-6.19, -0.76, 2.41], [-5.97, 0.67, 0.40], [-3.90, 1.95, 0.02], [-3.42, 4.05, 1.73], [-3.92, 6.13, 0.50], [-2.46, 6.85, -1.36], [-0.50, 5.47, -1.99], [-0.04, 3.36, -0.79], [3.01, -1.54, -1.98], [3.50, -1.39, -0.59], [5.01, -1.71, -0.48], [3.30, 0.42, -0.21], [3.71, 0.57, 1.31], [4.19, 1.11, -1.15], [1.80, 0.72, -0.33], [2.68, -2.71, 0.37], [3.24, -2.57, 1.86], [2.90, -4.03, -0.22], [1.12, -2.28, 0.62], [3.49, -0.86, -2.55], [1.36, -1.30, -1.92], [3.24, -2.47, -2.33], [5.54, -1.04, -1.15], [5.20, -2.75, -0.77], [5.38, -1.54, 0.53], [2.90, 0.47, 1.87], [3.78, -3.35, 2.07], [-2.41, -2.52, -0.12], [-1.30, -2.50, 0.92], [-1.63, -3.40, 2.10], [-1.10, -1.16, 1.42], [0.00, -3.02, 0.29], [0.03, -4.05, -0.30], [0.36, -1.28, -1.75], [-3.34, -2.20, 0.36], [-2.54, -3.52, -0.51], [-2.18, -1.84, -0.93], [-2.56, -3.06, 2.56], [-0.84, -3.37, 2.85], [-1.76, -4.43, 1.77], [-1.91, -0.85, 1.87], [1.90, 0.96, 4.68], [0.72, 0.05, 3.70], [1.24, -1.58, 4.24], [1.26, 0.14, 2.27], [2.90, 0.56, 4.48], [1.64, 0.84, 5.73], [1.82, 2.00, 4.37], [0.91, -1.70, 5.28], [2.31, -1.70, 4.15], [0.73, -2.31, 3.61]],
  "mulliken_charge": [0.78, -0.68, 1.26, 0.81, 1.23, -0.32, 0.67, -0.37, -0.61, -0.59, -0.72, -0.62, 0.13, 0.34, -0.87, -0.61, -0.73, -0.44, -0.04, -0.96, -0.56, -0.86, -0.48, -0.41, 0.08, -0.29, -0.74, -0.69, -0.46, -0.16, 0.25, 0.46, 0.38, 0.40, 0.47, -0.03, 0.46, 0.39, 0.42, 0.46, 0.48, 0.50, 0.39, 0.48, 0.48, 0.45, 0.41, 0.40, 0.49, 0.38, -0.64, 1.01, -2.16, 0.87, -0.62, -0.78, -1.34, 0.63, -0.56, -0.79, 0.26, 0.32, 0.27, 0.28, 0.46, 0.51, 0.41, 0.41, 0.34, -1.54, 1.89, -1.90, 1.51, -0.25, -0.48, -0.30, 0.33, 0.48, 0.10, 0.51, 0.21, 0.45, -0.90, -1.40, 0.81, -0.96, -0.72, 0.44, 0.43, 0.41, 0.52, 0.35, -0.10]
}